(1)
96
Properties=species:S:1:pos:R:3:forces:R:3:mulliken_spin:R:1 method="wB97M-V/def2-TZVPD" relative_energy_kcal_mol=10.8 spin_multiplicity=5 total_charge=+3 s2=6.034
Pt 1.5767 -1.1839 -0.1834 -0.2 -0.7 0.4 1.463
N 2.4248 -2.1625 1.8255 1.5 -1.4 -1.2 0.161
C 2.6913 -3.6232 1.6409 0.1 1.2 1.8 0.071
C 3.5754 -4.2478 2.5452 -1.5 -0.7 -3.1 -0.010
C 3.8746 -5.5702 2.2486 2.1 0.0 2.1 0.020
C 3.2003 -6.2844 1.3062 -0.6 0.8 -0.4 0.001
C 2.2341 -5.6760 0.5344 0.4 -0.6 -0.4 0.011
C 1.9998 -4.3192 0.6650 0.0 0.1 -0.2 -0.029
P 0.8848 -3.4259 -0.4003 -0.5 0.2 1.2 0.296
C 0.4596 -4.2889 -1.8612 -0.5 -0.2 0.5 -0.044
C 1.0698 -3.9887 -3.0575 1.1 0.6 -1.2 0.046
C 0.6837 -4.6013 -4.2197 -1.8 -1.8 -1.0 0.010
C -0.4172 -5.5173 -4.1739 1.4 -0.5 -0.8 0.011
C -1.0090 -5.8507 -2.9608 0.7 1.8 -0.5 0.001
C -0.5756 -5.2110 -1.8022 -0.6 -0.9 -0.6 0.015
C -0.6370 -3.1079 0.5732 1.1 0.3 -1.0 0.195
C -0.7586 -3.4738 1.9281 0.4 -0.1 -0.7 -0.008
C -1.9441 -3.1647 2.5516 0.9 -0.8 1.4 0.077
C -2.8510 -2.2981 1.9763 0.3 0.0 -2.5 0.178
C -2.6772 -1.8794 0.6072 -0.3 -0.6 2.6 -0.008
C -1.6171 -2.3063 -0.1023 0.8 -0.3 -0.1 0.099
H 3.3463 -1.7882 2.0817 -0.7 0.4 0.1 -0.003
H 1.7782 -2.0711 2.5773 -0.5 0.5 0.7 -0.002
H 4.0479 -3.7472 3.3211 0.8 1.0 1.2 0.002
H 4.7399 -6.0287 2.8059 -1.2 0.3 -0.5 0.001
H 3.4276 -7.2897 1.1508 0.3 -1.5 -0.3 0.001
H 1.7872 -6.2847 -0.2337 -0.4 0.1 -0.2 0.002
H 1.8913 -3.2851 -3.1244 0.0 0.1 0.3 0.022
H 1.1147 -4.5090 -5.2310 0.2 0.5 1.0 0.000
H -0.6367 -6.0970 -5.1119 -0.2 0.9 1.1 0.000
H -1.9098 -6.3889 -2.9282 -0.7 -1.2 0.0 0.000
H -1.0772 -5.5496 -0.9087 0.1 0.5 0.5 0.000
H 0.0627 -4.0619 2.3651 -0.7 0.2 0.1 -0.006
H -2.1155 -3.6281 3.5212 -0.2 0.4 0.0 0.004
H -3.7490 -2.0140 2.4664 -0.5 0.2 0.6 0.004
H -3.4097 -1.2220 0.2617 -0.9 0.9 -1.0 0.001
H -1.4257 -2.0152 -1.1290 -0.2 0.0 0.1 0.023
O -0.3225 2.1363 1.2083 1.2 -0.8 -0.2 0.030
C 0.4873 1.2565 0.8968 -1.5 0.6 0.3 0.002
O 0.1589 0.0016 0.8135 0.0 0.1 0.1 0.197
C 1.9244 1.5731 0.5969 1.1 0.8 0.2 -0.035
C 2.4486 2.8634 0.8816 -1.2 -0.4 0.2 0.004
C 3.7473 3.1533 0.6016 1.1 -0.5 -0.7 -0.003
C 4.5679 2.1120 0.1106 0.5 -1.8 0.3 -0.008
C 5.9937 2.2531 -0.0441 -1.5 -1.1 0.0 -0.002
C 6.7835 1.1740 -0.3466 -1.0 -0.3 0.3 0.002
C 6.2375 -0.1550 -0.5050 -0.8 1.6 -0.8 0.019
C 4.8632 -0.3182 -0.4603 0.4 0.9 -0.1 0.065
C 4.0092 0.7843 -0.0781 1.5 0.5 -0.2 -0.028
N 2.6936 0.5799 0.1339 -0.9 0.6 0.0 0.043
H 1.7695 3.5782 1.3444 0.1 -0.1 -0.3 0.001
H 4.2436 4.1222 0.7028 -0.6 -0.1 0.3 0.000
H 6.3139 3.2401 0.1599 1.0 0.7 -0.1 0.000
H 7.8237 1.3131 -0.5259 0.7 0.1 0.1 0.000
H 6.9297 -0.9082 -0.8723 -0.4 -0.2 0.3 0.001
H 4.3861 -1.2059 -0.8609 0.0 -0.3 0.4 -0.005
C 1.4482 0.7641 -3.2517 -0.4 -1.6 -0.4 -0.024
C 0.2022 -0.1157 -3.1723 0.7 0.4 -0.7 -0.010
O -0.0199 -0.8810 -2.2295 0.5 0.4 0.1 0.122
C -0.6894 0.0136 -4.3286 -0.4 -0.4 0.3 0.009
C -1.9679 -0.5561 -4.2704 1.6 0.1 1.7 0.000
C -2.7804 -0.5419 -5.3626 -0.2 0.2 -0.2 0.000
C -2.3603 0.0315 -6.5355 2.7 0.3 0.0 -0.001
C -1.0143 0.5690 -6.5976 -2.3 -0.3 -1.5 0.001
C -0.2183 0.6099 -5.5108 0.0 -0.3 1.3 0.000
H 1.9734 0.6651 -2.3401 0.6 0.2 1.1 0.034
H 1.0747 1.7538 -3.4215 0.4 0.7 -0.2 0.000
H 2.1479 0.4077 -4.0412 -0.7 0.4 0.3 0.001
H -2.2089 -0.9983 -3.2844 -0.3 0.1 -0.9 0.001
H -3.7200 -1.0115 -5.2973 -1.1 -0.4 -0.1 0.000
H -2.9582 -0.0708 -7.4125 -0.3 0.3 -0.5 0.000
H -0.6054 0.9255 -7.5322 -0.3 0.1 -0.1 0.000
H 0.7546 1.0679 -5.5432 0.1 0.0 -0.2 0.000
C -2.0323 3.1411 4.1150 1.9 -0.3 0.4 0.039
As -3.1368 3.0409 2.5816 0.5 0.7 -0.6 0.674
C -4.8410 2.5687 3.2532 -1.6 0.1 -1.4 0.031
C -2.9544 4.8030 1.6743 -0.6 -0.1 0.8 0.066
C -3.5070 5.8338 2.5963 0.9 0.3 -0.1 0.022
C -4.8417 6.0729 2.6202 -1.4 0.0 0.0 0.042
C -5.3709 7.1436 3.3269 1.7 0.2 0.6 -0.026
C -4.5277 7.9891 4.0685 0.4 0.3 -0.1 0.069
C -3.1238 7.7646 4.0264 -2.2 0.6 0.0 -0.015
C -2.6784 6.7190 3.2914 2.2 -1.4 -0.4 0.042
H -2.3436 3.9112 4.8494 0.2 -0.3 -0.6 0.016
H -0.9191 3.2113 3.8223 -1.8 0.1 0.4 -0.005
H -2.1697 2.1545 4.5645 0.1 0.1 0.3 0.001
H -5.1227 3.1301 4.1233 0.0 0.4 0.4 0.021
H -5.6062 2.7124 2.4385 0.7 0.0 0.9 -0.001
H -4.8591 1.5209 3.4995 0.2 -0.5 0.1 0.004
H -3.4423 4.8201 0.7108 0.1 -0.3 -0.2 0.001
H -1.8887 4.8621 1.6517 0.8 0.1 -0.6 -0.009
H -5.4668 5.4124 2.0312 -0.4 0.2 0.0 0.003
H -6.3998 7.2819 3.2715 -1.6 0.5 0.1 -0.001
H -4.8686 8.8817 4.6464 -0.1 -1.0 -0.7 0.001
H -2.4772 8.4821 4.4843 0.4 0.1 0.3 0.000
H -1.5992 6.5171 3.2022 -0.4 0.3 0.2 0.001

(2)
66
Properties=species:S:1:pos:R:3:forces:R:3:mulliken_spin:R:1 method="wB97M-V/def2-TZVPD" relative_energy_kcal_mol=23.7 spin_multiplicity=2 total_charge=+3 s2=0.787
Re -0.6981 -1.1215 0.0894 -2.5 -0.6 -0.2 1.027
C -1.4693 -1.0119 3.0909 0.1 -0.1 -0.1 0.001
C -2.3448 -2.0774 2.4565 0.0 0.2 0.0 0.015
N -1.7024 -2.6549 1.2445 0.0 -0.4 -0.5 -0.011
C -0.8630 -3.8627 1.4376 0.1 0.0 0.0 0.011
C 0.4938 -3.4783 1.9860 -0.1 0.1 0.0 0.002
N 0.9519 -2.1662 1.4274 0.0 0.4 -0.7 0.017
C 1.4810 -1.2128 2.4459 0.1 -0.2 0.0 -0.021
C 0.6793 0.0679 2.4061 0.0 0.3 0.0 0.041
N -0.7343 -0.2266 2.0397 0.1 -0.1 0.1 -0.010
H -2.1062 -0.3412 3.6637 0.1 0.1 0.1 -0.001
H -0.7485 -1.4397 3.7843 0.0 0.0 0.0 -0.001
H -2.5783 -2.8552 3.1835 -0.1 -0.1 0.0 -0.002
H -3.2827 -1.6258 2.1360 0.0 -0.1 0.0 -0.001
H -2.4622 -2.9641 0.6409 -0.1 0.0 0.0 -0.003
H -1.3506 -4.5745 2.1040 0.0 0.0 0.0 -0.001
H -0.7550 -4.3342 0.4625 -0.1 0.0 -0.1 -0.002
H 0.4577 -3.4078 3.0706 0.1 0.1 0.0 -0.001
H 1.2020 -4.2652 1.7375 0.1 0.0 0.1 0.001
H 1.6634 -2.3383 0.7179 0.1 0.0 0.1 -0.005
H 1.4329 -1.6739 3.4283 0.0 -0.1 0.0 -0.001
H 2.5289 -0.9855 2.2630 0.0 -0.1 0.0 -0.001
H 0.7377 0.5881 3.3632 -0.1 0.1 0.0 0.001
H 1.0691 0.7369 1.6372 -0.1 0.1 0.0 -0.004
H -1.1854 0.6910 1.9468 0.1 0.0 -0.4 -0.002
S -2.7677 -0.5522 -0.7382 1.2 -0.2 0.6 -0.135
C -1.8537 0.3865 -1.9129 -0.1 0.4 -0.1 0.030
C -2.3331 1.0572 -3.0062 0.0 0.1 -0.2 -0.010
C -1.4012 1.7570 -3.7792 -0.1 -0.1 0.1 0.009
C -0.0656 1.7290 -3.4190 0.0 0.1 0.0 -0.012
C 0.3251 0.9973 -2.3054 0.1 0.0 0.0 -0.004
N -0.5640 0.3475 -1.5601 0.6 -0.3 0.1 0.040
H -3.3878 1.0327 -3.2486 0.0 0.1 0.0 0.000
H -1.7235 2.3193 -4.6463 0.0 0.0 0.0 0.000
H 0.6749 2.2695 -3.9930 0.0 0.0 0.0 0.000
H 1.3616 0.9409 -1.9999 0.0 0.0 0.0 -0.003
C -0.2087 -4.0847 -3.5602 0.1 0.1 0.0 0.000
N 1.0160 -3.4680 -2.9986 -0.3 -0.2 -0.2 0.003
C 2.2522 -3.7614 -3.5014 -0.3 -0.1 -0.2 0.000
C 3.3580 -3.1606 -3.0342 0.3 0.1 0.1 0.002
C 3.1845 -2.1905 -2.0118 0.0 0.0 0.1 0.003
N 1.9660 -1.9455 -1.4842 -0.2 0.0 0.1 0.013
C 0.9100 -2.5775 -1.9815 0.0 0.1 -0.3 -0.005
O -0.2944 -2.3894 -1.5257 0.8 0.1 1.2 0.011
N 4.2196 -1.5066 -1.5364 -0.1 -0.1 -0.1 0.000
H 0.0736 -4.7761 -4.3476 0.1 0.0 0.0 0.000
H -0.8515 -3.3136 -3.9764 0.0 0.0 0.0 0.000
H -0.7508 -4.6169 -2.7850 0.0 0.0 0.1 0.000
H 2.2848 -4.4927 -4.2984 -0.1 0.0 0.0 0.000
H 4.3340 -3.4019 -3.4337 -0.1 0.0 0.0 0.000
H 5.1469 -1.6627 -1.8973 0.0 0.0 0.0 0.000
H 4.0907 -0.7696 -0.8654 0.0 0.0 0.0 0.000
C -1.4481 6.1265 2.3891 0.0 -0.2 0.0 0.000
C -1.3427 4.7812 1.7287 0.0 0.2 0.1 0.000
C -0.1611 4.3493 1.1309 0.1 -0.1 -0.1 0.002
C -0.0918 3.0783 0.5867 -0.2 0.0 0.1 0.005
N -1.1151 2.2118 0.5902 -0.1 0.3 0.2 0.001
C -2.2676 2.6495 1.1277 0.2 0.1 -0.1 0.002
C -2.4202 3.8986 1.7010 -0.2 -0.1 0.0 -0.001
H -0.6707 6.8048 2.0443 0.0 0.0 0.0 0.000
H -1.3291 6.0101 3.4693 0.0 0.0 0.0 0.000
H -2.4255 6.5757 2.2196 0.0 0.0 0.0 0.000
H 0.7043 5.0006 1.0903 0.0 0.0 0.0 0.000
H 0.8302 2.7370 0.1180 -0.1 0.0 0.0 -0.003
H -3.1126 1.9627 1.0807 0.0 0.0 0.0 0.003
H -3.3784 4.1846 2.1207 0.1 0.0 0.0 0.000

(3)
22
Properties=species:S:1:pos:R:3:forces:R:3:nbo_charge:R:1 method="wB97M-V/def2-TZVPD" relative_energy_kcal_mol=113.9 spin_multiplicity=1
C -2.1839 0.6193 -1.3713 -0.5 -0.5 -0.7 -0.469
N -1.0150 -0.1505 -0.9879 0.5 3.5 3.5 -0.392
C -0.7089 0.0967 0.3745 0.5 -7.6 -4.1 0.092
C 0.7229 -0.3657 0.6584 0.0 -0.2 0.2 -0.420
C 1.7535 0.2753 -0.2718 0.2 -0.7 -0.4 -0.413
C 3.1375 -0.3240 -0.0630 0.8 -0.5 -1.3 -0.599
C -1.6495 -0.4881 1.4036 -0.5 0.4 0.7 -0.634
H -2.3285 0.4866 -2.4464 -0.1 0.0 0.1 0.205
H -2.0617 1.7462 -1.2429 0.2 -1.0 0.4 0.191
H -3.1234 0.3127 -0.8842 0.1 0.3 0.1 0.177
H -0.7575 1.2603 0.5453 -0.3 4.0 0.6 0.033
H -0.9059 2.0373 0.9063 0.1 -0.2 -0.3 0.096
H 0.9576 -0.1967 1.7200 0.1 0.0 -0.2 0.199
H 0.6912 -1.4915 0.5187 0.2 1.2 0.1 0.228
H 1.4054 0.0568 -1.2991 0.2 0.4 0.4 0.232
H 1.8662 1.3634 -0.1504 -0.5 -0.2 0.1 0.198
H 3.1726 -1.4177 -0.2844 -0.2 0.7 0.1 0.201
H 3.4839 -0.2036 0.9495 0.2 0.1 0.5 0.197
H 3.8959 0.1566 -0.7467 -0.7 -0.4 0.7 0.208
H -1.6198 -1.6004 1.3027 0.0 0.9 0.1 0.235
H -2.6606 -0.1348 1.2077 -0.1 -0.2 0.3 0.218
H -1.3396 -0.2026 2.4364 -0.3 -0.2 -0.7 0.215

(4)
54
Properties=species:S:1:pos:R:3:forces:R:3:nbo_charge:R:1 method="wB97M-V/def2-TZVPD" relative_energy_kcal_mol=0.0 spin_multiplicity=1 total_charge=+1
Bi 0.1787 2.2019 -1.4413 -0.2 0.1 -0.7 1.315
F -3.8521 -4.8958 -0.2451 0.4 0.9 0.1 -0.268
C -3.2401 -3.7028 -0.2121 -0.5 -0.7 0.2 0.359
C -3.1658 -2.9858 0.9746 -0.3 -0.5 0.3 0.260
F -3.7253 -3.4724 2.0906 0.4 0.3 -0.6 -0.266
C -2.4892 -1.7817 0.9780 0.1 0.6 0.9 0.405
F -2.3723 -1.1080 2.1486 -0.2 -0.6 -0.5 -0.304
C -1.9147 -1.2380 -0.1568 0.2 -0.1 -0.7 -0.453
P -1.0372 0.3511 0.0303 -0.6 -0.1 0.7 1.102
C -2.3627 1.4237 0.6532 -0.2 0.4 0.0 -0.467
C -3.2418 1.9560 -0.3012 0.2 -0.2 -0.1 -0.160
C -4.2560 2.8186 0.0879 -0.3 0.1 -0.3 -0.216
C -4.3857 3.1753 1.4270 -0.4 0.3 -0.1 -0.173
C -3.5204 2.6534 2.3738 0.1 -0.1 0.6 -0.198
C -2.5156 1.7655 2.0003 0.0 0.0 0.1 -0.177
C 0.1269 0.2491 1.4027 0.3 -0.3 0.1 -0.427
C 0.6268 -0.9538 1.9222 -0.4 -0.2 -0.4 -0.165
C 1.6408 -0.9177 2.8628 0.2 -0.5 0.3 -0.204
C 2.1653 0.2946 3.2938 0.2 0.3 0.2 -0.172
C 1.6399 1.4881 2.8086 0.5 0.3 0.4 -0.227
C 0.6278 1.4613 1.8662 -0.3 0.6 -0.2 -0.161
C -2.0443 -1.9487 -1.3585 0.1 0.2 0.4 -0.106
Br -1.3822 -1.2583 -2.9680 -0.2 -0.3 -0.2 0.156
C -2.6875 -3.1748 -1.3653 0.1 -0.2 -1.0 0.299
F -2.7757 -3.8759 -2.5095 0.0 0.3 0.7 -0.278
H -3.1414 1.6659 -1.3554 -0.1 0.2 0.3 0.220
H -4.9484 3.2139 -0.6627 0.3 -0.1 0.3 0.236
H -5.1813 3.8670 1.7359 0.4 -0.4 -0.2 0.236
H -3.6377 2.9245 3.4325 0.1 -0.1 -0.6 0.235
H -1.8617 1.3354 2.7634 -0.2 0.2 -0.3 0.234
H 0.2325 -1.9221 1.5749 0.3 0.6 0.2 0.233
H 2.0266 -1.8567 3.2807 -0.2 0.4 -0.2 0.235
H 2.9872 0.3195 4.0193 -0.4 -0.1 -0.3 0.236
H 2.0224 2.4522 3.1656 -0.2 -0.5 -0.2 0.236
H 0.1985 2.4187 1.5120 0.3 -0.6 0.3 0.212
F -0.6597 3.3280 -4.1501 0.3 -0.5 0.6 -0.347
C -0.7211 2.0669 -3.6016 -0.7 0.2 -0.9 0.282
F -2.0624 1.7530 -3.5756 0.6 0.1 0.3 -0.359
H -0.2337 1.3777 -4.3138 0.0 0.2 0.5 0.164
O 3.3674 2.3089 -2.4039 -0.4 -2.0 0.8 -0.536
C 3.0964 1.1730 -2.0031 0.6 2.7 -0.9 0.664
N 1.7947 0.7896 -1.7088 -0.8 0.1 -0.1 -0.777
C 1.7511 -0.4987 -1.2614 -1.9 -1.0 0.7 0.689
O 0.7080 -1.0535 -0.8630 1.9 0.4 -0.7 -0.635
C 3.1156 -1.0208 -1.2684 1.0 0.0 -0.1 -0.081
C 3.6375 -2.2285 -0.8443 -0.8 -0.4 0.2 -0.173
C 5.0189 -2.3708 -0.8433 0.3 -0.3 0.0 -0.180
C 5.8478 -1.3376 -1.2708 0.4 -0.1 0.0 -0.173
C 5.3249 -0.1262 -1.7156 0.1 0.6 -0.2 -0.142
C 3.9523 0.0160 -1.7076 0.2 -0.8 0.3 -0.144
H 2.9710 -3.0392 -0.5064 0.4 0.5 -0.2 0.240
H 5.4671 -3.3065 -0.5020 -0.2 0.3 -0.1 0.237
H 6.9311 -1.4813 -1.2503 -0.4 0.1 0.0 0.237
H 5.9587 0.7069 -2.0391 -0.2 -0.4 0.1 0.248

(5)
21
Properties=species:S:1:pos:R:3:forces:R:3:nbo_charge:R:1 method="wB97M-V/def2-TZVPD" relative_energy_kcal_mol=134.3 spin_multiplicity=1 total_charge=+1
C -1.1392 1.5686 -1.5140 -0.2 0.1 2.6 -0.705
C 0.2854 1.4506 -1.5503 0.5 -2.8 2.1 0.376
N 1.0186 0.5211 -0.9856 -4.2 0.9 0.8 -0.418
C 0.5876 -0.6460 -0.2326 -0.6 1.1 0.3 0.155
C -0.1410 -0.7388 0.9477 2.9 -2.2 -3.1 0.087
C -0.2284 -2.1078 1.5799 1.9 1.7 -1.6 -0.630
C -0.4948 0.3819 1.7352 -1.1 3.2 -1.0 0.021
N -0.4333 1.5053 1.1110 0.3 0.1 0.9 -0.462
Br -0.7888 3.1571 1.9324 -0.1 -0.9 0.1 0.273
N 1.2997 -1.7663 -0.8960 -0.6 1.8 0.0 0.520
O 1.0886 -2.8586 -0.4736 0.5 -1.4 -0.8 -0.312
O 2.0295 -1.3983 -1.8076 0.1 -1.3 0.3 -0.373
H -1.4115 2.4455 -0.8397 0.4 -1.1 -0.6 0.309
H -1.6343 0.6586 -1.2059 -0.2 -0.1 0.3 0.252
H -1.4708 1.8640 -2.4260 -1.1 0.8 -3.0 0.267
H 0.8559 2.1283 -2.0584 1.4 2.0 -1.2 0.218
H 1.9725 0.6597 -0.9917 2.6 0.1 -0.5 0.441
H -0.8474 -2.7357 0.9981 -1.2 -0.8 0.2 0.269
H -0.3991 -1.8263 2.5598 -1.0 -0.8 2.2 0.222
H 0.7763 -2.5193 1.4212 -0.4 -0.2 0.9 0.270
H -0.9254 0.2563 2.6961 -0.1 -0.2 1.1 0.220

(6)
19
Properties=species:S:1:pos:R:3:forces:R:3:nbo_charge:R:1 method="wB97M-V/def2-TZVPD" relative_energy_kcal_mol=93.9 spin_multiplicity=1
C -0.5244 -0.0226 2.4457 0.0 -1.8 1.2 -0.606
C 0.0823 -0.8123 1.2792 1.5 1.0 -0.8 -0.451
C -0.5620 -0.4200 -0.0037 0.8 1.3 -0.2 -0.049
C -0.6063 0.8645 -0.5706 -1.2 -0.1 0.4 -0.057
C 0.4574 1.8718 -0.7487 1.1 0.3 1.8 -0.687
C 0.7181 -1.3611 -2.0258 -0.8 -0.1 0.6 -0.533
C -0.3928 -0.9942 -1.3274 -1.2 -1.5 -1.4 -0.202
H -1.5655 -0.3556 2.5164 -0.1 0.4 -0.2 0.210
H -0.4893 1.0625 2.4907 0.3 0.0 -0.5 0.214
H -0.1026 -0.4477 3.3852 0.0 0.6 -0.4 0.209
H -0.0526 -1.8797 1.4520 -0.1 0.0 0.0 0.224
H 1.1896 -0.6720 1.1368 -0.6 0.0 0.6 0.208
H -1.5239 1.1259 -1.1036 0.5 -0.8 -1.0 0.204
H 0.1571 2.8386 -1.1508 -0.2 -0.1 0.3 0.228
H 1.1963 1.4651 -1.4513 -0.3 -0.3 -0.2 0.245
H 1.0535 1.9679 0.1786 -0.2 0.4 -0.3 0.223
H 1.6699 -1.5577 -1.5752 0.4 0.3 0.3 0.188
H 0.6546 -1.5673 -3.0865 -0.3 -0.3 0.1 0.203
H -1.3593 -1.1060 -1.8409 0.4 0.5 -0.4 0.229